[1]
{
  "formula": "C31H26N2O2S",
  "method": "ωB97M-V/def2-TZVPD",
  "e_homo_ha": -0.2779,
  "smiles": "Cc1ccc([C@@H](c2cn(C)c3ccccc23)[C@H](c2ccc(C#N)cc2)S(=O)(=O)c2ccccc2)cc1",
  "energy_ev": -50476.741,
  "de_lowest_kcal_mol": 9.9,
  "symbols": ["C", "C", "C", "C", "S", "C", "C", "C", "C", "C", "C", "N", "C", "C", "O", "O", "C", "C", "H", "H", "H", "H", "H", "H", "H", "H", "H", "H", "C", "N", "C", "C", "C", "C", "C", "C", "C", "C", "C", "C", "C", "C", "C", "C", "C", "C", "H", "H", "H", "H", "H", "H", "H", "H", "H", "H", "H", "H", "H", "H", "H", "H"],
  "positions_angstrom": [[5.12, 0.70, 3.20], [4.03, 0.63, 4.10], [2.77, 1.07, 3.68], [2.60, 1.55, 2.37], [0.97, 1.94, 1.71], [0.06, 0.43, 1.52], [-1.41, 0.58, 1.86], [-2.13, -0.46, 2.44], [-3.53, -0.41, 2.60], [-4.19, 0.84, 2.41], [-5.52, 1.02, 2.96], [-6.59, 1.19, 3.46], [-3.44, 1.92, 1.90], [-2.09, 1.77, 1.59], [0.46, 2.75, 2.78], [1.07, 2.48, 0.37], [3.71, 1.76, 1.56], [4.97, 1.27, 1.93], [6.07, 0.26, 3.50], [4.16, 0.23, 5.12], [1.94, 1.10, 4.39], [0.55, -0.20, 2.33], [-1.61, -1.35, 2.76], [-4.14, -1.33, 2.78], [-3.95, 2.88, 1.61], [-1.50, 2.62, 1.20], [3.61, 2.39, 0.65], [5.80, 1.33, 1.22], [4.11, 1.06, -2.64], [2.80, 0.59, -2.28], [2.32, 0.40, -1.01], [0.99, -0.03, -1.06], [0.30, -0.46, 0.15], [-1.05, -1.05, -0.19], [-1.99, -0.26, -0.87], [-3.24, -0.82, -1.15], [-3.55, -2.14, -0.82], [-4.84, -2.76, -1.28], [-2.63, -2.86, -0.06], [-1.38, -2.33, 0.24], [0.70, -0.28, -2.50], [-0.21, -0.98, -3.31], [-0.03, -1.13, -4.69], [1.09, -0.58, -5.32], [2.05, 0.10, -4.56], [1.84, 0.21, -3.20], [4.13, 1.31, -3.70], [4.39, 1.93, -2.05], [4.90, 0.31, -2.50], [3.01, 0.42, -0.17], [1.03, -1.14, 0.74], [-1.70, 0.69, -1.30], [-3.97, -0.20, -1.64], [-4.96, -3.74, -0.81], [-5.73, -2.17, -1.06], [-4.88, -2.97, -2.36], [-2.93, -3.86, 0.26], [-0.63, -2.99, 0.71], [-1.06, -1.45, -2.82], [-0.78, -1.67, -5.29], [1.17, -0.62, -6.40], [2.95, 0.53, -4.99]],
  "lowdin_charge": [-0.08, -0.07, -0.06, -0.27, 0.70, -0.22, -0.23, -0.03, 0.00, -0.22, -0.17, 0.14, -0.01, -0.04, -0.29, -0.29, -0.10, -0.07, 0.11, 0.11, 0.12, 0.14, 0.12, 0.14, 0.14, 0.12, 0.12, 0.11, -0.02, -0.09, -0.01, -0.12, -0.16, -0.24, -0.04, -0.03, -0.27, -0.05, -0.05, -0.04, -0.07, -0.02, -0.09, -0.09, -0.02, -0.18, 0.07, 0.09, 0.10, 0.12, 0.17, 0.14, 0.12, 0.07, 0.08, 0.08, 0.11, 0.13, 0.09, 0.10, 0.09, 0.09]
}

---

[2]
{
  "formula": "C31H26O5",
  "method": "ωB97M-V/def2-TZVPD",
  "e_homo_ha": -0.2313,
  "energy_ev": -42804.412,
  "symbols": ["C", "C", "C", "C", "O", "C", "C", "C", "C", "C", "C", "C", "C", "C", "C", "C", "C", "C", "C", "C", "H", "H", "H", "H", "H", "H", "H", "H", "H", "H", "H", "H", "H", "H", "H", "C", "C", "C", "O", "C", "O", "C", "C", "C", "C", "C", "C", "C", "C", "O", "O", "H", "H", "H", "H", "H", "H", "H", "H", "H", "H", "H"],
  "positions_angstrom": [[3.27, -4.40, 3.94], [2.70, -3.12, 4.03], [1.79, -2.69, 3.07], [1.45, -3.56, 2.03], [0.59, -3.14, 1.01], [1.13, -2.26, 0.08], [1.61, -2.79, -1.13], [2.23, -1.93, -2.02], [2.38, -0.53, -1.76], [3.11, 0.21, -2.73], [3.49, 1.58, -2.77], [4.01, 2.09, -4.00], [4.31, 3.43, -4.17], [4.14, 4.32, -3.10], [3.66, 3.86, -1.87], [3.39, 2.50, -1.68], [1.73, -0.03, -0.59], [1.20, -0.89, 0.36], [1.97, -4.85, 1.95], [2.91, -5.25, 2.90], [3.99, -4.73, 4.69], [2.96, -2.46, 4.85], [1.33, -1.70, 3.10], [1.51, -3.85, -1.34], [2.59, -2.32, -2.97], [3.36, -0.35, -3.63], [4.16, 1.38, -4.82], [4.68, 3.78, -5.13], [4.38, 5.37, -3.23], [3.50, 4.56, -1.05], [3.12, 2.14, -0.69], [1.60, 1.04, -0.45], [0.79, -0.53, 1.31], [1.65, -5.49, 1.13], [3.34, -6.25, 2.82], [9.37, -0.85, -2.89], [8.34, 0.23, -2.66], [8.98, 1.59, -2.36], [7.51, 0.41, -3.84], [6.55, -0.55, -4.08], [5.84, -0.36, -5.07], [6.38, -1.59, -3.09], [5.61, -2.78, -3.34], [5.35, -3.73, -2.31], [4.60, -4.87, -2.56], [4.11, -5.14, -3.84], [4.34, -4.22, -4.87], [5.08, -3.07, -4.64], [6.54, -1.08, -1.74], [5.84, -1.38, -0.79], [7.48, -0.09, -1.55], [8.89, -1.80, -3.11], [10.02, -0.56, -3.73], [10.00, -0.95, -2.00], [8.20, 2.35, -2.20], [9.59, 1.54, -1.46], [9.61, 1.92, -3.19], [5.70, -3.51, -1.30], [4.41, -5.57, -1.75], [3.54, -6.05, -4.04], [3.93, -4.39, -5.86], [5.23, -2.34, -5.43]],
  "lowdin_charge": [-0.08, -0.07, -0.01, -0.25, 0.00, -0.20, 0.04, 0.03, -0.16, 0.13, -0.17, 0.01, -0.05, -0.04, -0.06, 0.00, 0.02, 0.02, 0.00, -0.07, 0.10, 0.11, 0.11, 0.13, 0.12, 0.13, 0.11, 0.12, 0.11, 0.11, 0.10, 0.11, 0.12, 0.12, 0.11, 0.01, -0.53, 0.01, 0.06, -0.44, 0.03, -0.08, -0.17, -0.03, -0.12, -0.13, -0.11, -0.04, -0.44, 0.05, 0.06, 0.09, 0.10, 0.10, 0.09, 0.09, 0.09, 0.10, 0.10, 0.09, 0.10, 0.09]
}

---

[3]
{
  "formula": "C31H27B3N4O25",
  "method": "ωB97M-V/def2-TZVPD",
  "e_homo_ha": -0.1778,
  "energy_ev": -91777.777,
  "de_lowest_kcal_mol": 131.5,
  "total_charge": -2,
  "symbols": ["N", "H", "H", "H", "H", "O", "C", "O", "B", "O", "C", "O", "O", "C", "O", "C", "O", "O", "O", "C", "O", "B", "O", "C", "O", "O", "C", "O", "C", "O", "O", "O", "C", "O", "B", "O", "C", "O", "O", "C", "O", "C", "O", "O", "C", "C", "C", "O", "C", "H", "H", "H", "H", "H", "H", "H", "H", "N", "C", "C", "C", "C", "C", "H", "H", "H", "H", "H", "N", "C", "C", "C", "C", "C", "H", "H", "H", "H", "H", "N", "C", "C", "C", "C", "C", "H", "H", "H", "H", "H"],
  "positions_angstrom": [[22.16, 15.21, -24.18], [21.56, 15.63, -23.48], [22.11, 14.20, -24.14], [23.07, 15.52, -23.88], [21.82, 15.52, -25.08], [22.84, 10.20, -24.40], [22.72, 9.05, -24.83], [22.85, 8.72, -26.13], [22.63, 7.24, -26.25], [22.25, 6.77, -24.92], [22.29, 7.79, -24.07], [22.03, 7.74, -22.89], [21.64, 6.98, -27.28], [22.20, 6.32, -28.27], [21.60, 5.94, -29.28], [23.69, 6.06, -27.87], [23.89, 6.61, -26.69], [24.47, 5.40, -28.52], [18.15, 9.18, -30.40], [17.91, 10.14, -29.68], [17.79, 10.08, -28.38], [17.51, 11.42, -27.80], [17.52, 12.32, -29.01], [17.67, 11.64, -30.11], [17.69, 12.03, -31.29], [18.46, 11.84, -26.78], [17.79, 12.16, -25.68], [18.32, 12.61, -24.62], [16.32, 11.84, -25.91], [16.23, 11.41, -27.10], [15.41, 12.00, -25.08], [26.98, 12.68, -29.84], [25.89, 12.35, -30.23], [25.64, 11.56, -31.20], [24.15, 11.45, -31.43], [23.60, 12.04, -30.25], [24.55, 12.56, -29.50], [24.37, 13.15, -28.42], [23.64, 12.05, -32.71], [22.82, 11.19, -33.28], [22.15, 11.36, -34.26], [22.87, 9.90, -32.48], [23.82, 10.05, -31.55], [22.23, 8.89, -32.79], [22.01, 12.01, -18.04], [23.44, 11.86, -18.51], [23.77, 13.08, -19.25], [22.54, 13.83, -19.38], [21.44, 12.89, -19.16], [22.05, 12.40, -17.02], [21.54, 11.03, -17.92], [23.52, 11.01, -19.19], [24.14, 11.59, -17.72], [24.28, 12.87, -20.20], [24.36, 13.77, -18.65], [21.33, 12.34, -20.10], [20.44, 13.27, -18.93], [20.94, 17.15, -28.20], [20.76, 16.34, -29.26], [20.59, 16.82, -30.59], [20.59, 18.21, -30.82], [20.83, 19.04, -29.71], [20.98, 18.49, -28.44], [20.67, 15.30, -28.99], [20.51, 16.11, -31.41], [20.46, 18.61, -31.81], [20.81, 20.10, -29.87], [21.35, 19.06, -27.61], [19.68, 17.91, -21.83], [18.53, 18.33, -22.46], [17.69, 19.33, -21.90], [17.92, 19.83, -20.61], [19.04, 19.35, -19.96], [19.89, 18.43, -20.57], [18.26, 17.83, -23.38], [16.75, 19.54, -22.40], [17.16, 20.39, -20.09], [19.27, 19.68, -18.96], [20.75, 18.09, -20.01], [26.26, 16.63, -23.00], [26.32, 17.87, -22.44], [27.52, 18.36, -21.99], [28.70, 17.63, -22.20], [28.62, 16.35, -22.65], [27.40, 15.87, -23.06], [25.44, 18.49, -22.48], [27.57, 19.37, -21.59], [29.65, 18.06, -21.93], [29.50, 15.74, -22.72], [27.33, 14.92, -23.57]],
  "lowdin_charge": [0.36, 0.14, 0.16, 0.14, 0.15, 0.07, -0.35, 0.22, -0.90, 0.24, -0.38, 0.11, 0.24, -0.35, 0.11, -0.38, 0.22, 0.12, 0.13, -0.37, 0.23, -0.84, 0.21, -0.37, 0.09, 0.24, -0.33, 0.05, -0.40, 0.27, 0.09, 0.11, -0.44, 0.24, -0.88, 0.25, -0.34, 0.07, 0.22, -0.42, 0.15, -0.34, 0.25, 0.12, -0.17, -0.21, -0.22, -0.17, -0.16, 0.11, 0.11, 0.12, 0.11, 0.12, 0.11, 0.12, 0.11, 0.02, -0.12, -0.03, -0.07, -0.10, -0.17, 0.11, 0.10, 0.10, 0.09, 0.09, 0.03, -0.12, -0.06, -0.08, -0.10, -0.13, 0.10, 0.09, 0.10, 0.10, 0.09, 0.04, -0.16, -0.08, -0.08, -0.10, -0.12, 0.10, 0.10, 0.10, 0.11, 0.11]
}